Computed, not measured: a structure of composition C25H38N2O3PdS2Se, with wB97M-V/def2-TZVPD.

The geometry in ORCA input format:
```
! RIJCOSX wB97M-V def2-TZVPD def2/J DEFGRID3
* xyz -2 1
Pd -0.152 -0.650 1.847
Se -2.665 -0.816 1.640
S 1.052 -2.332 0.431
S -0.177 2.656 -0.302
O 0.409 -1.532 -3.865
O -0.505 3.967 -0.975
O 1.408 0.842 2.665
N 0.537 -2.967 -2.081
N -0.781 -1.249 -1.127
C 0.759 0.750 4.973
C -4.735 1.137 2.201
C -1.921 -1.346 -2.022
C 1.363 -5.028 -3.915
C 1.338 -3.678 -4.249
C -3.484 -0.100 -3.544
C -3.041 2.985 3.364
C 2.485 -4.184 -6.307
C 1.543 4.082 1.349
C -4.400 3.275 3.269
C 1.894 -3.265 -5.455
C -2.240 -0.009 -2.671
C 0.712 -2.606 -3.383
C 2.192 1.138 -0.320
C 1.949 -5.950 -4.771
C -5.241 2.337 2.682
C 2.972 1.679 4.252
C -2.534 1.788 2.883
C 2.516 -0.774 4.050
C 0.202 -2.124 -0.984
C 1.363 2.137 -1.107
C -3.371 0.834 2.289
C 2.514 -5.530 -5.966
C 0.450 3.028 1.339
C 1.886 0.629 3.926
H -1.380 0.311 -3.262
H 1.267 4.936 0.727
H 0.327 1.754 4.917
H -1.741 -2.106 -2.782
H 2.974 -6.251 -6.631
H 0.906 -5.376 -2.997
H -0.027 0.034 4.719
H 2.922 -3.852 -7.240
H 1.960 -6.999 -4.503
H 3.779 1.594 3.519
H 1.891 3.068 -1.329
H -6.304 2.543 2.594
H 1.709 4.432 2.370
H 2.909 0.642 -0.979
H 2.490 3.677 0.986
H -3.725 0.867 -3.989
H 1.104 0.568 6.000
H -0.968 -0.768 -0.215
H 3.393 1.562 5.260
H 1.749 -1.523 3.836
H 2.940 -0.961 5.046
H -0.443 3.379 1.864
H -2.391 0.731 -1.882
H 1.847 -2.212 -5.699
H -2.366 3.705 3.816
H -4.792 4.216 3.638
H -5.401 0.414 1.743
H 0.751 2.074 1.808
H 2.730 1.610 0.502
H 1.570 0.375 0.154
H -1.475 1.551 2.950
H -2.775 -1.662 -1.411
H -4.348 -0.422 -2.957
H 1.107 -3.729 -1.743
H 1.019 1.715 -2.054
H 2.538 2.679 4.165
H -3.343 -0.820 -4.357
H 3.304 -0.879 3.299
*
```

Computed properties:
- lowest unoccupied orbital energy (eV) = 3.8
- total energy (Eh) = -4636.35416
- relative energy (zero: lowest compared OMol25 entry of this formula, charge and spin) (kJ/mol) = 157.43
- orbital gap (eV) = 3.55
- E_HOMO (Eh) = 0.0082

Here are the Mulliken charges for atoms 1 to 6, given in e: -0.4976, -0.3915, -0.4739, 0.8251, -0.6032, -0.8782